ORCA calculation (the ωB97M-V functional and the def2-TZVPD basis) on a structure of composition C25H28AsF4FeN2O6S2.

XYZ file:
```
69
Properties=species:S:1:pos:R:3:forces:R:3:nbo_charge:R:1
Fe -1.3890 1.9614 -0.3408 -0.3 -0.3 0.0 1.521
C -1.6752 4.5411 1.4880 0.0 0.1 0.0 -0.417
N -1.4941 3.0910 1.5632 0.0 0.1 0.1 -0.514
C -0.2298 2.7845 2.2398 0.0 0.0 0.1 -0.432
C -2.6342 2.4975 2.2739 0.0 0.0 0.0 -0.207
C -2.6958 0.9937 2.0936 -0.1 0.0 0.0 -0.240
N -2.6454 0.7295 0.6679 0.1 0.0 -0.1 -0.819
C -3.0848 -0.4708 0.2115 -0.2 0.1 0.1 0.083
C -3.4705 -0.5919 -1.1433 0.0 -0.1 0.0 0.326
F -3.4594 0.5040 -1.9134 0.1 0.0 0.0 -0.313
C -3.9154 -1.7719 -1.6862 0.0 0.0 0.0 0.334
F -4.2552 -1.7975 -2.9903 0.0 0.0 0.0 -0.319
C -4.0616 -2.9248 -0.9324 0.0 0.0 0.0 -0.403
C -3.7367 -2.8236 0.4015 0.0 0.0 0.0 0.330
F -3.8334 -3.9120 1.1965 0.0 0.0 0.0 -0.325
C -3.2660 -1.6516 0.9611 0.1 0.0 0.0 0.265
F -2.8977 -1.7091 2.2680 0.0 0.0 0.0 -0.335
H -1.7879 4.9672 2.4956 0.0 0.0 0.0 0.162
H -2.5674 4.7679 0.9042 0.0 0.0 0.0 0.204
H -0.8226 4.9890 0.9888 0.0 0.0 0.0 0.244
H -0.2278 3.1914 3.2620 0.0 0.0 0.0 0.165
H 0.5883 3.2179 1.6685 0.0 0.0 0.0 0.230
H -0.0777 1.7061 2.2786 0.0 0.0 0.0 0.224
H -3.5372 2.9300 1.8383 0.0 0.0 0.0 0.199
H -2.5972 2.7686 3.3401 0.0 0.0 0.0 0.171
H -3.6389 0.6538 2.5369 0.0 0.0 0.0 0.187
H -1.8903 0.5004 2.6505 0.0 0.0 0.0 0.192
H -4.4092 -3.8490 -1.3675 0.0 0.0 0.0 0.236
O 0.0102 4.2687 -0.9727 0.1 0.1 -0.1 -1.000
S -0.6091 3.9859 -2.2549 -0.2 0.0 0.0 2.396
O -1.0116 5.1232 -3.0398 0.0 0.0 0.0 -0.972
O -1.7168 3.0036 -2.0653 0.2 0.1 0.1 -1.058
C 0.6424 3.1333 -3.2313 0.0 0.0 0.0 -0.223
C 1.0860 3.8405 -4.3398 0.0 0.0 0.0 -0.210
C 2.0972 3.3477 -5.1520 0.0 0.0 0.0 -0.211
C 2.6819 2.1325 -4.8549 0.0 0.0 0.0 -0.212
C 2.2439 1.4113 -3.7536 0.0 0.0 0.0 -0.183
C 1.2286 1.8897 -2.9364 -0.1 0.0 0.0 -0.350
S 0.7458 0.7759 -1.6063 0.2 0.0 0.1 2.406
O 0.7502 1.5739 -0.3587 0.0 0.0 -0.1 -1.039
O 1.7255 -0.2839 -1.6209 0.0 0.0 0.0 -0.992
O -0.6295 0.3644 -1.8753 0.0 -0.1 -0.1 -1.003
H 0.6159 4.7891 -4.5544 0.0 0.0 0.0 0.248
H 2.4195 3.9193 -6.0133 0.0 0.0 0.0 0.208
H 3.4738 1.7333 -5.4760 0.0 0.0 0.0 0.208
H 2.6805 0.4537 -3.5120 0.0 0.0 0.0 0.247
C 0.0252 -2.6797 0.1880 0.0 0.0 0.0 -0.965
As 0.3450 -1.4526 1.6781 0.1 0.0 0.0 0.895
C 0.2867 -2.8035 3.1059 -0.1 0.0 0.0 -0.969
C 2.3284 -1.2754 1.5585 0.0 0.0 -0.1 -0.738
C 3.0773 -2.5396 1.2973 0.0 0.0 0.0 -0.038
C 3.3010 -2.9715 -0.0128 0.0 0.0 0.1 -0.162
C 3.9677 -4.1609 -0.2620 0.0 0.0 0.0 -0.229
C 4.4277 -4.9457 0.7883 0.0 0.0 0.0 -0.241
C 4.2185 -4.5241 2.0927 0.0 0.0 0.0 -0.218
C 3.5512 -3.3326 2.3420 0.0 0.0 0.0 -0.223
H 0.6354 -3.5790 0.2734 0.0 0.0 0.0 0.214
H 0.2506 -2.1659 -0.7438 0.0 0.0 0.0 0.253
H -1.0293 -2.9491 0.1878 0.0 0.0 0.0 0.228
H 0.9038 -3.6712 2.8702 0.0 0.0 0.0 0.216
H -0.7495 -3.1220 3.2269 0.0 0.0 0.0 0.233
H 0.6239 -2.3584 4.0430 0.0 0.0 0.0 0.212
H 2.6352 -0.8275 2.5058 0.0 0.0 0.0 0.217
H 2.4929 -0.5495 0.7616 0.0 0.0 0.0 0.262
H 2.9337 -2.3626 -0.8294 0.0 0.0 0.0 0.228
H 4.1286 -4.4790 -1.2850 0.0 0.0 0.0 0.205
H 4.9465 -5.8757 0.5911 0.0 0.0 0.0 0.202
H 4.5782 -5.1231 2.9209 0.0 0.0 0.0 0.202
H 3.3986 -3.0055 3.3647 0.0 0.0 0.0 0.204
```
Positions in Å, forces in eV/Å.

multiplicity = 5
electronic energy = -6225.87496 Eh
net charge = -1